Density functional theory data (the ωB97M-V functional and the def2-TZVPD basis) for a 2-piece molecular cluster, C21H43ClN3O10P2S2Si overall.

```
83
Properties=species:S:1:pos:R:3:forces:R:3
C 1.481 -5.398 0.808 0.55 0.32 -0.74
C 1.310 -4.100 1.797 0.10 -0.68 0.68
C -0.043 -3.217 1.570 -0.13 0.83 1.26
C -0.252 -2.587 0.073 0.13 0.21 -0.74
C 1.216 -2.193 -0.627 -0.94 0.48 -0.87
C 1.819 -0.886 0.165 0.13 -0.52 0.13
O 1.581 0.405 -0.553 1.12 -0.08 2.05
Si 2.394 1.738 0.266 0.52 0.14 0.13
C 4.273 1.782 -0.301 0.36 -0.16 -0.26
C 1.577 3.475 -0.043 -0.64 0.41 -0.24
C 2.464 1.532 2.208 -0.43 -0.96 1.16
O -0.938 -1.257 -0.061 -0.12 -2.34 1.24
P -2.703 -1.307 -0.236 1.23 -3.21 -3.44
S -4.841 -1.286 -0.727 -2.76 -1.38 0.37
C -2.565 -0.972 -2.135 0.04 1.74 -2.73
C -1.464 0.129 -2.587 -0.72 0.68 -2.24
C -0.420 -0.514 -3.724 1.53 0.83 1.24
C -0.501 0.232 -5.181 -0.94 -0.89 -0.46
S 1.288 0.639 -5.711 6.30 0.47 4.39
O 2.297 -0.491 -5.328 -4.33 3.13 -1.95
O 1.818 1.955 -5.089 -2.88 -3.79 -2.54
Cl 1.450 0.827 -7.825 -0.59 -0.11 1.00
P -3.084 0.827 0.194 -1.26 2.97 -1.17
N -3.872 1.578 -1.051 2.46 0.79 0.94
N -2.952 -1.843 1.414 -1.89 -0.44 2.16
C -2.429 -0.971 2.502 -0.28 0.14 2.90
C -4.245 -2.537 1.714 -2.27 -4.98 -0.32
C -5.446 -1.824 2.640 0.11 -0.20 0.76
O -4.561 -3.820 1.375 2.57 7.57 1.71
O -2.636 -2.999 -0.790 3.28 -0.76 1.56
C -1.248 -3.572 -0.789 -2.88 2.46 -2.52
O -1.490 -4.953 -0.351 0.37 -2.61 -4.85
C -1.640 -5.735 -1.620 1.21 -2.15 -5.87
N -1.596 -6.306 -2.808 -0.55 5.06 10.94
H 0.803 -6.321 1.090 1.47 1.97 -0.36
H 1.222 -5.144 -0.324 0.52 -0.44 2.46
H 2.638 -5.672 0.816 -2.54 0.22 0.05
H 2.316 -3.460 1.788 -2.33 -1.18 -0.25
H 1.250 -4.535 2.908 0.08 1.00 -2.34
H 0.022 -2.290 2.316 -0.13 -1.95 -1.56
H -0.978 -3.849 1.958 1.94 1.41 -1.22
H 1.944 -3.103 -0.713 -1.23 1.83 0.53
H 1.021 -1.836 -1.749 0.23 -0.81 2.50
H 1.312 -0.806 1.218 1.08 -0.30 -1.99
H 2.977 -1.021 0.271 -2.01 0.16 -0.02
H 4.318 1.522 -1.455 0.19 0.51 2.40
H 4.898 1.003 0.350 -1.20 1.68 -1.59
H 4.687 2.871 -0.117 -0.70 -2.21 -0.39
H 2.268 4.369 0.335 -1.52 -2.41 -1.41
H 1.318 3.562 -1.182 0.25 0.04 2.14
H 0.607 3.536 0.648 1.89 -0.09 -1.75
H 2.718 0.411 2.506 -0.48 2.31 -0.54
H 1.394 1.775 2.674 2.36 -0.40 -0.83
H 3.290 2.207 2.702 -1.76 -1.16 -1.06
H -5.225 -2.632 -0.904 0.86 1.36 0.49
H -3.631 -0.588 -2.510 2.84 -0.71 0.72
H -2.388 -1.975 -2.763 -0.22 2.12 1.71
H -0.915 0.712 -1.736 -0.71 -1.54 -1.59
H -2.051 0.971 -3.202 1.12 -1.66 1.50
H -0.514 -1.675 -3.829 0.00 2.29 -0.02
H 0.669 -0.311 -3.291 -2.18 -0.51 -1.03
H -0.896 -0.504 -6.033 0.85 1.77 1.81
H -1.106 1.242 -5.161 1.46 -2.00 -0.12
H -3.959 1.030 1.346 0.99 -0.62 -0.33
H -1.842 1.540 0.512 -0.80 -0.71 0.20
H -3.184 2.359 -1.304 -1.32 -1.25 0.13
H -2.150 -1.685 3.417 -0.42 1.53 -1.82
H -1.471 -0.343 2.288 -1.78 -1.46 -0.28
H -3.215 -0.203 2.969 1.53 -1.59 -1.15
H -6.107 -1.090 1.996 1.72 -1.39 1.26
H -6.183 -2.656 3.075 1.91 1.58 -1.27
H -4.995 -1.290 3.604 -0.95 -0.90 -2.23
H -1.025 -3.601 -1.962 0.34 0.06 2.59
C 3.514 7.558 3.687 0.23 0.62 0.88
C 3.834 7.769 2.242 0.46 0.89 -0.52
O 3.649 6.485 1.677 -0.49 -0.64 0.47
C 2.793 5.809 2.499 -1.15 -2.35 -0.45
O 2.283 4.735 2.229 1.43 2.91 1.50
O 2.582 6.493 3.661 -0.03 -0.47 -0.74
H 3.075 8.446 4.150 -0.05 -0.26 -0.01
H 4.388 7.249 4.268 -0.06 0.01 -0.06
H 3.145 8.470 1.759 0.04 -0.07 0.05
H 4.860 8.115 2.090 -0.16 -0.19 -0.11
```
Forces are in eV/Å.

Values from the calculation:
Frontier orbital gap: 0.2208 Eh
Charge: -1
HOMO energy: -4.795 eV

***

Density functional theory data (the ωB97M-V functional and the def2-TZVPD basis) for C21H43F3HgNO10S2 as an isolated structure.

```
81
Properties=species:S:1:pos:R:3:forces:R:3
Hg -1.035 0.132 -0.482 0.00 -0.01 -0.02
C -6.577 2.661 2.700 -0.63 0.28 0.29
C -6.277 2.256 1.289 2.20 0.42 -2.03
O -7.075 1.842 0.433 -1.86 -0.29 0.80
O -5.109 2.380 0.798 0.31 0.34 1.30
H -6.956 3.681 2.762 -0.38 0.07 -0.58
H -5.721 2.752 3.368 0.19 -0.83 -0.24
H -7.374 2.006 3.054 0.18 -0.01 0.40
C 3.694 -2.967 -2.118 -2.15 3.72 0.98
O 3.723 -2.132 -3.299 1.24 -0.04 -0.67
O 2.737 -2.353 -1.310 1.39 -2.25 -1.37
C 3.555 -4.485 -2.358 -1.02 -0.28 1.63
F 4.743 -5.036 -2.543 1.27 -0.32 -0.74
F 3.097 -5.084 -1.212 -0.08 0.43 -0.61
F 2.761 -4.891 -3.350 -0.10 0.38 -0.19
C 4.787 -2.209 -4.332 -1.53 -2.23 1.08
C 4.741 -0.991 -5.144 -0.40 0.75 -0.78
H 5.196 -1.061 -6.131 0.52 -0.45 0.12
H 3.691 -0.858 -5.408 -0.08 0.89 0.47
H 5.260 -0.203 -4.599 -0.67 0.48 -0.16
H 4.395 -3.066 -4.880 0.88 -0.26 -0.59
H 5.804 -2.374 -3.978 -0.11 -0.34 0.57
H 4.632 -2.793 -1.590 0.76 -0.51 0.16
C -1.194 -3.280 -5.728 1.30 0.81 -0.16
C -2.460 -3.217 -4.810 0.96 0.32 2.28
C -2.371 -4.434 -3.847 -1.52 -1.64 -0.92
O -2.552 -2.052 -4.059 0.29 -1.38 -1.63
H -0.418 -2.621 -5.339 -0.16 0.28 0.01
H -1.425 -2.989 -6.753 -0.05 0.11 0.11
H -0.690 -4.247 -5.742 -0.58 -0.31 0.11
H -3.240 -3.284 -5.568 -0.74 -0.15 0.26
H -1.512 -4.653 -3.213 -0.02 1.15 0.18
H -2.441 -5.379 -4.385 0.50 -0.10 -1.14
H -3.333 -4.623 -3.370 0.09 0.97 1.02
C 3.389 5.077 -2.141 -1.44 0.99 0.85
C 1.840 5.192 -1.952 1.56 1.50 0.19
C 1.342 6.522 -2.642 1.04 0.82 0.21
O 2.137 7.714 -2.312 -0.17 -1.64 0.29
C 2.078 8.693 -3.311 0.45 0.42 0.54
N 1.286 4.007 -2.539 -0.65 -0.18 -1.76
H 3.655 4.022 -2.076 0.23 0.18 -0.16
H 3.838 5.635 -1.319 0.50 0.03 -0.33
H 3.563 5.562 -3.101 0.71 -0.34 -0.03
H 1.648 5.191 -0.879 -0.35 0.25 -0.01
H 0.314 6.827 -2.445 -0.28 -0.57 0.17
H 1.476 6.464 -3.722 -0.19 -0.78 -0.28
H 1.088 8.781 -3.760 -0.25 0.36 0.27
H 2.776 8.590 -4.142 0.27 -0.71 -0.16
H 2.439 9.573 -2.778 -0.57 0.48 -0.31
H 0.754 4.310 -3.341 -1.58 0.14 0.15
H 2.014 3.673 -3.155 0.71 -0.97 0.41
C 1.248 4.752 6.165 1.37 0.85 -1.26
C 0.100 4.402 7.035 0.66 -0.36 1.52
C -0.643 3.435 6.290 -2.10 -2.51 -2.49
S 0.521 2.289 5.407 0.36 -0.25 -0.48
O 0.168 2.294 3.981 0.45 -0.31 1.88
O 0.680 1.023 6.166 -0.14 2.37 -1.26
C 1.976 3.467 5.608 -0.81 0.59 1.43
H 1.872 5.439 6.736 0.63 -0.24 -0.26
H 0.887 5.335 5.316 -0.06 0.01 -0.18
H -0.569 5.240 7.232 0.44 0.13 0.57
H 0.495 3.871 7.901 -0.11 0.64 0.71
H -1.173 3.969 5.501 -0.02 -0.34 -0.42
H -1.382 2.786 6.761 0.20 0.08 0.38
H 2.568 3.628 4.707 -0.61 -0.14 -0.20
H 2.674 3.136 6.377 -0.24 -0.51 0.05
C -2.804 -7.576 2.286 0.06 0.76 0.02
C -1.888 -7.416 3.471 -0.01 1.43 1.53
C -1.584 -5.917 3.657 -0.94 -0.06 -0.93
S -3.258 -4.985 3.242 3.42 -3.11 2.25
O -2.775 -4.125 2.211 -1.33 1.37 -0.59
O -3.911 -4.613 4.520 0.48 -0.32 -2.64
C -3.962 -6.548 2.515 -0.22 -0.41 -0.21
H -3.056 -8.631 2.178 -0.88 0.13 0.24
H -2.262 -7.395 1.358 0.00 0.57 -0.06
H -0.954 -7.967 3.369 -0.19 -0.20 0.28
H -2.431 -7.591 4.400 0.01 -1.25 0.02
H -0.846 -5.748 2.873 -0.22 1.16 0.02
H -1.238 -5.567 4.629 -0.08 -0.29 -0.05
H -4.497 -6.337 1.589 -0.04 0.26 0.18
H -4.648 -6.914 3.278 -0.07 -0.02 -0.07
```
Forces are in eV/Å.

Values from the calculation:
Frontier orbital gap: 0.0625 Eh
Charge: -1
HOMO energy: -4.586 eV

***

Density functional theory data (the ωB97M-V functional and the def2-TZVPD basis) for C21H43KO16 as an isolated structure.

```
81
Properties=species:S:1:pos:R:3:forces:R:3
K 17.908 -6.228 -11.533 -0.10 0.57 -1.12
C 18.635 -3.561 -13.813 -1.07 -1.82 0.12
O 17.703 -4.637 -13.813 0.49 1.10 1.32
H 19.094 -3.465 -14.797 0.52 -0.02 -0.19
H 18.351 -2.546 -13.535 -1.18 0.48 -0.10
H 19.381 -3.709 -13.032 1.19 -0.33 0.16
C 24.107 -5.795 -17.204 -0.34 1.45 -0.24
C 22.684 -5.668 -16.620 0.83 -0.33 -1.23
O 22.819 -5.614 -15.229 1.01 -0.24 1.85
C 21.827 -5.906 -14.409 -0.23 -1.14 -0.60
O 20.716 -6.202 -14.752 0.08 0.25 0.66
O 22.329 -5.967 -13.140 1.56 1.81 -2.44
C 21.456 -6.294 -12.174 -1.81 -1.46 1.96
H 24.726 -4.989 -16.811 0.11 -0.03 0.09
H 24.025 -5.591 -18.272 0.02 -0.13 -0.14
H 24.653 -6.731 -17.083 -0.54 -0.15 0.33
H 22.160 -6.527 -17.041 -0.72 0.01 0.74
H 22.167 -4.740 -16.863 0.21 -0.11 -0.75
H 20.454 -5.890 -12.317 -0.04 0.22 -0.39
H 21.790 -5.982 -11.184 0.45 0.19 -0.20
H 21.394 -7.382 -12.178 -0.42 -0.28 0.37
C 23.645 0.020 -9.071 -1.34 -0.38 2.05
C 23.085 -0.905 -7.863 1.03 0.71 -1.76
O 21.733 -1.346 -8.148 -0.22 -0.13 -0.10
C 21.515 -2.383 -8.991 4.30 -0.21 0.34
O 22.448 -3.006 -9.526 -2.68 0.94 0.80
O 20.227 -2.604 -9.034 -0.78 0.48 0.29
C 19.783 -3.850 -9.473 -0.18 -1.18 -0.99
H 23.618 -0.552 -9.998 0.45 0.14 0.14
H 24.579 0.506 -8.789 0.46 -0.77 -0.22
H 23.012 0.903 -9.159 -0.53 -0.23 -0.16
H 23.075 -0.405 -6.894 -0.57 0.39 -0.31
H 23.772 -1.732 -7.685 -0.29 -0.38 -0.49
H 19.794 -4.604 -8.686 0.16 0.17 0.30
H 20.390 -4.218 -10.300 0.15 0.09 -0.03
H 18.759 -3.759 -9.835 0.00 0.40 0.12
C 22.453 -1.010 -13.485 0.40 0.60 -0.02
C 21.900 -1.715 -14.704 -1.56 -0.29 1.15
O 22.447 -1.413 -15.973 2.50 -0.18 -0.62
C 23.793 -1.564 -16.236 0.70 -0.69 -0.39
O 24.328 -1.166 -17.255 -1.28 -0.52 2.03
O 24.443 -2.323 -15.251 0.08 1.47 -0.79
C 25.890 -2.473 -15.378 0.37 -0.65 -0.74
H 22.699 0.044 -13.611 -0.04 0.10 -0.54
H 23.372 -1.490 -13.151 -0.24 -0.09 0.27
H 21.680 -0.982 -12.717 0.10 -0.47 0.16
H 20.834 -1.525 -14.828 0.00 0.77 -0.15
H 21.790 -2.763 -14.427 0.99 -0.56 -0.62
H 26.379 -1.892 -16.161 -0.81 0.17 -0.30
H 26.086 -3.522 -15.600 -0.20 -0.03 -0.09
H 26.512 -2.260 -14.509 -1.04 0.29 0.69
C 8.876 -5.213 -12.518 -0.52 -0.18 0.57
C 9.846 -5.764 -13.530 -2.21 -0.47 1.04
O 11.068 -5.147 -13.343 3.50 0.40 -0.72
C 12.102 -5.643 -12.580 -2.87 -1.30 3.07
O 11.903 -6.383 -11.586 0.90 1.54 -3.07
O 13.237 -5.064 -12.907 0.32 -0.31 -0.11
C 14.417 -5.417 -12.158 1.05 0.54 -0.45
H 9.367 -5.355 -11.555 -0.51 0.08 0.26
H 7.961 -5.798 -12.605 -0.07 -0.19 0.38
H 8.544 -4.181 -12.630 0.53 0.14 -0.23
H 9.375 -5.575 -14.494 1.04 0.11 -0.51
H 9.823 -6.838 -13.346 0.73 -0.12 -0.21
H 14.372 -5.209 -11.089 -0.63 -0.25 -0.06
H 15.230 -4.814 -12.562 -0.27 0.61 -0.27
H 14.822 -6.403 -12.384 -0.92 -0.52 0.15
C 18.765 -2.328 -17.765 -0.01 -0.37 0.92
C 20.119 -3.100 -17.626 -1.98 1.51 -1.19
O 20.204 -3.883 -18.853 -0.05 -1.01 1.31
C 19.855 -5.171 -18.723 1.31 -1.76 -0.11
O 19.428 -5.799 -17.771 0.30 1.43 -1.42
O 20.290 -5.751 -19.899 0.15 -0.31 0.13
C 20.302 -7.182 -20.003 -1.35 -0.85 1.25
H 18.470 -2.165 -18.801 0.60 0.33 -0.05
H 18.790 -1.402 -17.190 0.13 0.22 -0.26
H 17.905 -2.856 -17.353 0.24 -0.49 0.23
H 20.157 -3.666 -16.695 0.07 -0.36 -0.35
H 20.924 -2.367 -17.693 0.12 -0.34 0.01
H 20.888 -7.612 -20.815 -0.04 0.99 -0.25
H 19.283 -7.566 -20.023 -0.29 0.25 -0.77
H 20.597 -7.730 -19.108 0.77 0.71 0.48
```
Forces are in eV/Å.

Values from the calculation:
Frontier orbital gap: 0.2043 Eh
Energy above the lowest of the compared OMol25 structures with the same formula, charge and spin: 3.772 eV
HOMO energy: -6.608 eV

***

Density functional theory data (the ωB97M-V functional and the def2-TZVPD basis) for C21H43LuN2OP3S as an isolated structure.

```
72
Properties=species:S:1:pos:R:3:forces:R:3
Lu 0.010 -0.242 1.097 -0.06 3.39 0.43
P 2.195 0.872 2.392 1.64 0.81 0.52
P -0.809 1.860 -0.472 -0.90 1.04 -0.83
P 1.711 -0.694 -1.051 1.14 -0.33 -1.69
H -1.626 -2.384 0.809 0.56 0.19 0.04
C -0.530 -2.498 0.673 0.73 -2.88 2.09
C 0.310 -2.496 1.784 -1.62 -2.75 -1.70
H -0.111 -2.540 2.799 -0.01 0.82 -0.40
C 2.124 1.391 4.141 -0.43 -0.17 0.15
C 2.835 2.417 1.630 -0.36 0.08 -0.29
C 3.732 -0.135 2.389 -0.31 -0.45 -0.12
C -2.175 1.490 -1.624 -0.07 -0.49 0.07
C -1.611 3.105 0.596 -0.05 0.17 0.41
C 0.197 2.949 -1.535 0.56 -0.06 0.09
C 2.664 -2.260 -0.986 -0.03 -0.11 0.41
C 3.040 0.490 -1.496 0.00 0.30 0.34
C 0.873 -0.872 -2.674 -0.43 0.02 0.28
H -0.228 -2.949 -0.280 0.24 0.74 0.11
H 1.365 -2.782 1.715 -0.16 0.21 -0.28
H 1.749 0.579 4.769 0.05 0.10 0.03
H 1.464 2.255 4.250 0.03 -0.09 0.02
H 3.127 1.668 4.486 -0.17 -0.05 -0.15
H 2.035 3.173 1.627 0.33 -0.09 -0.07
H 3.171 2.226 0.600 -0.16 0.17 0.35
H 3.687 2.793 2.218 -0.34 -0.19 -0.16
H 3.516 -1.119 2.830 0.29 0.20 -0.12
H 4.505 0.369 2.988 -0.28 -0.11 -0.18
H 4.106 -0.264 1.364 -0.09 -0.05 0.33
H -2.528 2.438 -2.052 0.08 -0.22 0.11
H -3.002 1.012 -1.084 0.09 0.07 -0.20
H -1.839 0.834 -2.437 -0.16 0.11 0.09
H -2.124 3.831 -0.053 0.20 -0.16 0.25
H -0.853 3.630 1.195 -0.21 -0.03 -0.14
H -2.346 2.643 1.270 0.21 0.13 -0.31
H -0.441 3.781 -1.862 0.14 -0.23 0.07
H 0.560 2.414 -2.424 -0.08 0.18 0.25
H 1.046 3.360 -0.972 -0.16 -0.07 -0.26
H 3.168 -2.450 -1.946 -0.20 0.13 0.31
H 2.000 -3.103 -0.759 0.22 0.06 -0.13
H 3.422 -2.196 -0.194 -0.12 -0.09 -0.20
H 3.571 0.174 -2.409 -0.29 -0.03 0.33
H 3.764 0.552 -0.673 -0.08 0.03 -0.31
H 2.611 1.487 -1.666 0.19 -0.24 0.01
H 1.554 -1.280 -3.437 -0.11 0.15 0.37
H 0.491 0.096 -3.023 0.04 -0.23 0.03
H 0.021 -1.552 -2.558 0.08 0.09 -0.24
C -2.201 -1.004 -5.689 -0.37 -0.78 -0.02
C -3.303 -1.349 -6.502 0.57 0.02 0.64
C -3.571 -2.703 -6.712 0.41 -0.14 0.02
C -2.732 -3.691 -6.167 0.07 0.23 0.09
C -1.567 -3.319 -5.480 -0.14 0.25 -0.34
C -1.263 -1.966 -5.294 -0.70 -0.07 0.05
O -2.052 0.239 -5.120 -0.17 0.66 -0.45
H -2.760 0.824 -5.441 0.37 -0.26 0.01
H -3.937 -0.559 -6.918 0.09 -0.34 0.23
H -4.442 -2.998 -7.305 0.33 0.13 0.22
H -2.976 -4.748 -6.290 0.09 0.37 -0.02
H -0.882 -4.068 -5.079 -0.22 0.09 -0.28
H -0.353 -1.633 -4.794 -0.33 -0.16 -0.12
C -1.254 -1.469 5.204 0.13 -0.35 0.19
N -1.267 -0.014 5.162 -0.28 0.31 -0.65
C -1.100 0.815 6.257 0.02 0.11 -0.38
C -1.365 2.081 5.856 -0.12 -0.17 -0.13
N -1.706 1.995 4.520 0.17 -0.31 -0.68
C -1.630 0.711 4.075 0.09 0.69 1.79
S -2.157 0.099 2.569 0.05 -0.23 -0.57
H -2.145 -1.875 4.714 0.10 0.15 0.26
H -0.369 -1.868 4.702 0.00 0.13 0.16
H -1.212 -1.767 6.255 -0.12 -0.07 -0.27
H -0.793 0.415 7.201 -0.01 0.02 0.26
H -1.369 3.016 6.396 0.02 -0.13 -0.06
H -1.996 2.766 3.924 0.04 -0.21 0.30
```
Forces are in eV/Å.

Values from the calculation:
Frontier orbital gap: 0.1028 Eh
Charge: +3
Energy above the lowest of the compared OMol25 structures with the same formula, charge and spin: 1.706 eV
HOMO energy: -13.934 eV

***

One value per record, in order, for energy: -3970.988621; -2882.057622; -2629.609311; -3667.600726 hartree.